(1)
DFT (the ωB97M-V functional and the def2-TZVPD basis) results for a molecular structure, BrFeH9O5 in a non-equilibrium geometry.

The geometry in XYZ format:
```
16
Properties=species:S:1:pos:R:3:lowdin_charge:R:1
Fe -0.1647 -0.0649 0.0175 0.548
Br -2.5766 0.6626 -0.5029 -0.059
O 1.6745 -0.4718 0.3245 -0.351
H 2.5679 -0.5486 -0.0634 0.009
O -0.7236 -2.0100 0.1634 -0.116
H -1.5362 -2.4665 -0.0545 0.076
H -0.1534 -2.6916 0.5191 0.078
O 0.4230 1.8934 -0.0134 -0.200
H 0.2748 2.4764 -0.7580 0.034
H 1.1282 2.3106 0.4814 0.052
O -0.5473 0.1545 2.0015 -0.132
H -0.3493 -0.3729 2.7754 0.080
H -0.7506 1.0231 2.3486 0.063
O 0.1560 -0.0483 -2.0419 -0.176
H -0.3926 -0.1708 -2.8167 0.061
H 0.9698 0.3247 -2.3807 0.033
```

For the HOMO-LUMO gap (spin up / spin down), the calculation gives 3.04 / 7.64 eV. Its expectation value of S² is 12.010. Its spin multiplicity is 7. The LUMO energy (spin up / spin down) is -0.02 / -1.76 eV.


(2)
DFT (the ωB97M-V functional and the def2-TZVPD basis) results for C4H9NO2 in the gas phase.

The geometry in XYZ format:
```
16
Properties=species:S:1:pos:R:3:lowdin_charge:R:1
N 1.1072 0.5971 1.5417 0.164
C 0.2828 1.4946 0.9342 -0.553
O 0.3298 2.6944 1.1473 0.038
C -0.7335 0.9066 -0.0405 -0.115
C -0.1198 0.0512 -1.1530 -0.182
C -0.2538 -1.4597 -0.9367 -0.259
O 0.2782 -1.8734 0.3167 -0.091
H 1.8486 0.9622 2.1211 0.111
H 1.1523 -0.3608 1.2116 0.070
H -1.4985 0.3379 0.5280 0.127
H -1.2381 1.7716 -0.4699 0.113
H -0.6034 0.2784 -2.1094 0.113
H 0.9391 0.3133 -1.2707 0.121
H -1.3093 -1.7564 -1.0197 0.121
H 0.2879 -1.9881 -1.7331 0.118
H -0.4694 -1.9688 0.9324 0.104
```

For the HOMO-LUMO gap, the calculation gives 10.17 eV. The LUMO energy is 0.65 eV.


(3)
DFT (the ωB97M-V functional and the def2-TZVPD basis) results for 7 unconnected molecules or ions with the total composition C34H74F3NO14P in a non-equilibrium geometry.

The geometry in XYZ format:
```
127
Properties=species:S:1:pos:R:3:lowdin_charge:R:1
N -2.0746 4.0500 -3.3032 -0.043
C -1.7317 2.7898 -4.0460 -0.323
P -1.2492 1.5098 -2.7681 1.173
C -2.5042 0.1490 -2.5014 -0.297
O -3.4764 0.0394 -3.5501 -0.155
C -4.6981 -0.3594 -2.9033 -0.275
C -5.7990 0.5766 -2.9220 -0.006
C -7.0318 0.1826 -2.2229 -0.048
C -7.0847 -1.1135 -1.5455 -0.061
C -5.9661 -2.0845 -1.5215 -0.041
C -4.7220 -1.7203 -2.2160 -0.007
C 0.3975 0.6532 -3.1401 -0.236
O 0.6337 -0.2150 -2.0166 -0.072
C 1.1345 -1.4538 -2.3887 -0.614
F 1.1325 -2.2228 -1.2473 0.139
F 0.3706 -2.1243 -3.2935 0.159
F 2.4363 -1.3075 -2.7577 0.172
H -1.3349 4.2282 -2.6105 0.064
H -2.9286 3.8939 -2.7472 0.073
H -2.6286 2.5190 -4.6588 0.111
H -0.8816 3.0891 -4.7260 0.116
H -1.0765 2.1846 -1.5259 0.079
H -3.0103 0.3154 -1.5023 0.131
H -1.9769 -0.8467 -2.3913 0.114
H -5.6435 1.5393 -3.4666 0.114
H -7.8625 0.9316 -2.2199 0.107
H -8.0177 -1.3812 -0.9900 0.105
H -6.0263 -3.0543 -0.9721 0.110
H -3.8155 -2.3765 -2.2309 0.116
H 1.1892 1.4619 -3.0925 0.130
H 0.4138 0.1570 -4.1420 0.138
C -6.9534 4.8753 -2.7930 -0.111
O -5.6636 5.3374 -2.4177 -0.217
C -5.4375 6.6929 -2.8056 -0.197
C -5.6345 7.6464 -1.6371 -0.201
O -6.9880 7.6644 -1.2022 -0.187
C -7.2046 6.8647 -0.0489 -0.108
H -7.1631 3.9638 -2.2308 0.080
H -7.7341 5.6057 -2.5708 0.089
H -6.9676 4.6395 -3.8623 0.089
H -6.0814 6.9671 -3.6471 0.129
H -4.3985 6.7598 -3.1431 0.119
H -5.3912 8.6603 -1.9684 0.128
H -4.9641 7.3943 -0.8082 0.125
H -6.8419 7.3919 0.8389 0.091
H -6.7150 5.8915 -0.1237 0.079
H -8.2778 6.7041 0.0540 0.092
C -5.9448 -2.3285 -8.8077 -0.106
O -4.8312 -2.1990 -7.9349 -0.191
C -5.1579 -1.5158 -6.7304 -0.199
C -5.3810 -2.4873 -5.5813 -0.203
O -6.5255 -3.3005 -5.8051 -0.185
C -6.1929 -4.5926 -6.2927 -0.105
H -5.7041 -3.0876 -9.5521 0.092
H -6.8499 -2.6370 -8.2791 0.085
H -6.1271 -1.3791 -9.3211 0.089
H -6.0330 -0.8730 -6.8742 0.128
H -4.3051 -0.8728 -6.4867 0.116
H -5.5539 -1.9214 -4.6643 0.089
H -4.4910 -3.1056 -5.4147 0.130
H -5.8280 -5.2150 -5.4691 0.088
H -5.4423 -4.5540 -7.0841 0.084
H -7.0985 -5.0444 -6.6975 0.092
C 5.6537 0.9246 -0.0868 -0.094
O 5.5732 2.1377 0.6465 -0.186
C 5.4541 3.2869 -0.1840 -0.196
C 4.0098 3.7529 -0.2587 -0.192
O 3.1858 2.7921 -0.9179 -0.203
C 2.4579 1.9798 -0.0109 -0.120
H 5.4551 0.1013 0.5996 0.078
H 4.9238 0.8801 -0.8998 0.081
H 6.6617 0.8039 -0.4951 0.095
H 5.8580 3.0931 -1.1832 0.128
H 6.0570 4.0774 0.2727 0.128
H 3.9633 4.6720 -0.8505 0.124
H 3.6227 3.9775 0.7406 0.128
H 1.6031 2.5413 0.3866 0.088
H 3.0772 1.6225 0.8129 0.088
H 2.0840 1.1143 -0.5585 0.064
C 0.8068 -0.4673 1.7935 -0.115
O 1.9605 -0.2859 2.5931 -0.198
C 1.6917 0.4219 3.8020 -0.186
C 1.5680 -0.5291 4.9811 -0.194
O 0.4304 -1.3770 4.8497 -0.188
C 0.7668 -2.6707 4.3715 -0.103
H 1.0250 -1.2399 1.0559 0.078
H -0.0607 -0.7842 2.3782 0.091
H 0.5710 0.4653 1.2664 0.066
H 0.7930 1.0401 3.6993 0.126
H 2.5400 1.0906 3.9766 0.127
H 1.4248 0.0595 5.8923 0.130
H 2.4802 -1.1202 5.1049 0.112
H 1.1999 -3.2630 5.1835 0.084
H 1.4651 -2.6320 3.5329 0.082
H -0.1503 -3.1559 4.0355 0.089
C 5.6272 -5.3166 2.4144 -0.113
O 6.7900 -4.9784 3.1534 -0.193
C 7.8319 -4.4650 2.3286 -0.198
C 7.8904 -2.9465 2.3890 -0.196
O 6.7225 -2.3561 1.8273 -0.200
C 5.7879 -1.9491 2.8154 -0.113
H 4.7998 -5.4239 3.1167 0.088
H 5.3637 -4.5472 1.6840 0.082
H 5.7777 -6.2717 1.9009 0.089
H 7.7160 -4.8115 1.2963 0.126
H 8.7730 -4.8687 2.7138 0.126
H 8.7408 -2.6043 1.7913 0.125
H 8.0426 -2.6018 3.4172 0.124
H 6.1238 -1.0137 3.2754 0.091
H 5.6462 -2.7081 3.5872 0.082
H 4.8294 -1.7732 2.3245 0.080
C 6.5214 -3.4643 7.7411 -0.106
O 6.4439 -2.2769 8.5164 -0.189
C 6.2856 -1.1114 7.7155 -0.198
C 4.8352 -0.6543 7.6801 -0.195
O 4.0040 -1.6055 7.0222 -0.222
C 3.2911 -2.4284 7.9346 -0.102
H 6.3548 -4.3128 8.4051 0.091
H 5.7681 -3.4910 6.9497 0.080
H 7.5187 -3.5554 7.2992 0.089
H 6.6672 -1.2819 6.7030 0.121
H 6.8912 -0.3236 8.1737 0.126
H 4.7751 0.2754 7.1050 0.123
H 4.4645 -0.4488 8.6896 0.128
H 2.4440 -1.8722 8.3489 0.091
H 3.9253 -2.7893 8.7459 0.086
H 2.9090 -3.2899 7.3857 0.085
```

For the HOMO-LUMO gap, the calculation gives 7.44 eV. The LUMO energy is -3.04 eV. The charge is +1.


(4)
DFT (the ωB97M-V functional and the def2-TZVPD basis) results for C2H5N3O3 in the gas phase in a non-equilibrium geometry.

The geometry in XYZ format:
```
13
Properties=species:S:1:pos:R:3:lowdin_charge:R:1
O 0.4184 -1.3715 2.2016 -0.084
N -0.7338 -0.6710 2.5350 0.008
C -0.9301 0.0680 1.4904 -0.164
N -0.2093 -0.0779 0.2459 0.057
O -0.2903 1.1823 -0.5283 -0.096
C -0.3750 1.1400 -1.8772 -0.192
N 0.4473 0.3817 -2.5777 0.027
O 1.3149 -0.3720 -1.7161 -0.093
H 0.5952 -1.8677 2.9863 0.081
H -1.7117 0.8093 1.4865 0.116
H 0.7732 -0.0502 0.5321 0.117
H -1.0647 1.7724 -2.4104 0.119
H 1.7659 -0.9434 -2.3681 0.102
```

For the HOMO-LUMO gap, the calculation gives 10.08 eV. The LUMO energy is 0.79 eV.


(5)
DFT (the ωB97M-V functional and the def2-TZVPD basis) results for 3 unconnected molecules or ions with the total composition C24H49F9I2N5O4S in a non-equilibrium geometry.

The geometry in XYZ format:
```
94
Properties=species:S:1:pos:R:3:lowdin_charge:R:1
C -1.0804 -4.3337 -0.7800 -0.292
C -0.6018 -2.8618 -0.1458 -0.745
I 1.4605 -3.2790 0.6056 0.839
C -1.6007 -2.2705 0.9995 -0.665
I -3.5590 -3.2116 0.7579 0.974
C -1.6372 -0.5987 1.0890 -0.336
C -0.1582 0.0226 0.7150 -0.145
C -0.0012 1.6427 0.8686 -0.174
C 0.9790 2.1055 2.1427 -0.190
C 2.5717 2.1388 1.7605 -0.070
C 3.5200 1.1930 2.7630 -0.208
F 2.7515 -0.0497 2.9851 -0.020
F 4.7143 0.8418 1.9060 0.001
C 3.8887 2.0579 4.0942 -0.217
F 2.7845 2.9289 4.6064 0.011
F 4.9810 3.0187 3.6846 0.014
S 4.5474 1.1054 5.5542 1.088
F 6.0336 1.9926 5.4427 -0.193
F 3.9685 2.4052 6.5719 -0.205
F 3.0682 0.3067 5.8799 -0.190
F 5.1871 -0.1735 4.6165 -0.168
F 5.2023 0.3356 6.9469 -0.171
C -2.6585 -0.0294 -0.1093 -0.161
N -3.9980 0.4351 0.4168 -0.083
C -3.7974 1.5076 1.4603 -0.151
C -2.7862 1.0625 2.6661 -0.210
C -3.6949 1.0308 4.0574 -0.098
C -4.1569 2.5780 4.4854 -0.155
O -3.2958 3.0331 5.6165 -0.136
C -2.4415 4.1126 5.0413 -0.133
O -2.7914 5.4203 5.0308 -0.010
N -2.1252 -0.2955 2.4857 -0.131
N -1.2022 -0.4328 3.4992 0.100
H -0.1080 -4.7241 -1.3542 0.068
H -1.9051 -4.2318 -1.6040 0.071
H -1.2956 -5.1391 0.0425 0.075
H -0.5844 -2.1357 -1.0935 0.108
H -1.1770 -2.6588 2.0463 0.087
H 0.1899 -0.2227 -0.4007 0.140
H 0.6526 -0.4532 1.4511 0.072
H 0.5786 2.0522 -0.0925 0.130
H -1.0298 2.2413 0.8604 0.099
H 0.6657 3.2393 2.3485 0.126
H 0.7475 1.5296 3.1330 0.092
H 2.9585 3.2556 1.9098 0.145
H 2.7940 1.8976 0.6130 0.152
H -2.7936 -0.8281 -0.9872 0.134
H -2.1938 0.9192 -0.6675 0.138
H -4.6137 -0.3429 0.7320 0.065
H -3.3213 2.4594 0.9203 0.141
H -4.8548 1.8811 1.8553 0.152
H -2.0024 1.9541 2.7900 0.150
H -3.1207 0.6061 4.9846 0.128
H -4.6385 0.3304 3.8639 0.142
H -3.9793 3.3432 3.6010 0.132
H -5.3001 2.4963 4.7828 0.157
H -1.4111 3.7941 4.5300 0.160
H -2.8987 -0.9916 2.7162 0.161
H -0.9489 0.4573 3.9703 0.117
H -0.3930 -1.0380 3.2698 0.121
C -3.6972 3.2592 -5.8607 -0.070
C -4.2357 2.3808 -4.7342 -0.428
C -3.2474 2.2124 -3.5572 -0.207
O -2.1808 1.2926 -3.8125 -0.216
C -1.0895 1.8463 -4.5320 -0.104
N -4.6366 1.0809 -5.2918 0.039
H -2.9510 2.7475 -6.4746 0.067
H -4.5103 3.5575 -6.5321 0.082
H -3.2442 4.1731 -5.4624 0.080
H -5.1315 2.8755 -4.3408 0.137
H -3.8015 1.7899 -2.7109 0.107
H -2.8549 3.1787 -3.2177 0.116
H -0.9132 2.8946 -4.2745 0.092
H -1.2571 1.7384 -5.6050 0.078
H -0.1930 1.2711 -4.2805 0.085
H -5.0823 0.5332 -4.5549 0.071
H -3.7782 0.5590 -5.4934 0.073
C 5.9264 -3.8651 -4.5684 -0.071
C 5.0653 -3.1085 -3.5601 -0.429
C 4.5293 -3.9993 -2.4156 -0.206
O 3.4258 -4.8319 -2.7867 -0.219
C 3.7954 -6.0404 -3.4333 -0.104
N 3.9723 -2.4344 -4.2757 0.034
H 5.3349 -4.4898 -5.2433 0.066
H 6.4851 -3.1610 -5.1953 0.080
H 6.6544 -4.5054 -4.0594 0.081
H 5.7021 -2.3403 -3.1057 0.135
H 4.1463 -3.3400 -1.6280 0.087
H 5.3291 -4.5943 -1.9582 0.120
H 4.7346 -6.4463 -3.0465 0.093
H 3.8618 -5.8817 -4.5109 0.075
H 3.0017 -6.7733 -3.2579 0.088
H 3.4566 -1.8548 -3.6126 0.065
H 3.2944 -3.1547 -4.5431 0.072
```

For the HOMO-LUMO gap, the calculation gives 6.66 eV. The LUMO energy is -4.31 eV. The charge is +1.


(6)
DFT (the ωB97M-V functional and the def2-TZVPD basis) results for C4H10N2O in the gas phase in a non-equilibrium geometry.

The geometry in XYZ format:
```
17
Properties=species:S:1:pos:R:3:lowdin_charge:R:1
N -1.5988 -1.9691 0.1249 -0.001
C -1.2100 -0.5699 0.2949 -0.251
C -0.0558 -0.0915 -0.5992 -0.404
N -0.5324 0.1723 -1.9724 0.031
C 0.3922 1.2723 -0.0297 -0.143
C 1.2897 1.2045 1.1731 -0.274
O 2.0504 0.3139 1.4459 0.058
H -2.0837 -2.1010 -0.7586 0.059
H -0.8042 -2.5948 0.1373 0.065
H -0.8943 -0.4457 1.3298 0.112
H -2.0536 0.0358 -0.0038 0.115
H 0.7859 -0.7873 -0.5463 0.134
H -0.9059 -0.6624 -2.4141 0.064
H 0.3101 0.3692 -2.5073 0.071
H -0.4578 1.9346 0.1548 0.120
H 0.9610 1.8164 -0.7918 0.124
H 1.2204 2.1209 1.8003 0.121
```

For the HOMO-LUMO gap, the calculation gives 10.30 eV. The LUMO energy is 0.97 eV.


Number 4 is which compound? C2H5N3O3